Computed, not measured: a structure of composition C49H44As2IrN2O4, with ωB97M-V/def2-TZVPD.

The geometry in XYZ format:
```
102
Properties=species:S:1:pos:R:3:mulliken_charge:R:1
Ir -0.93810 -0.20417 -0.41771 1.553
O -3.25036 -0.71089 -3.88455 -0.505
C -2.60821 -0.69096 -2.74002 -0.305
O -1.66726 0.06092 -2.50408 -0.357
C -3.06009 -1.68475 -1.74114 0.641
C -3.95371 -2.71729 -1.91555 -0.593
C -4.13855 -3.59842 -0.85044 -1.162
C -3.42869 -3.43363 0.32649 -0.754
C -2.53841 -2.36850 0.42780 0.592
N -2.40413 -1.52649 -0.59484 0.863
C -1.64818 -2.04033 1.62684 0.198
O -1.72755 -2.65381 2.65826 -0.723
O -0.83136 -1.03731 1.41521 -0.773
H -2.88679 -0.01409 -4.45620 0.482
H -4.47911 -2.84344 -2.85147 0.700
H -4.82751 -4.42558 -0.95369 0.522
H -3.53484 -4.10753 1.16549 0.700
C 0.00521 -6.50803 0.02219 -1.940
C 0.54108 -5.10491 0.07751 0.517
C 0.46488 -4.25889 -1.01455 -1.211
C 0.97601 -2.95621 -1.00410 1.520
C 0.87628 -2.25581 -2.34303 -2.015
C 1.55130 -2.46459 0.18175 1.286
As 1.93623 -0.59678 0.74074 1.986
N 0.89207 0.36442 -0.51804 -0.375
C 1.42506 1.45813 -1.24198 0.225
C 2.28065 2.35539 -0.59883 -0.265
C 2.77686 3.44828 -1.28949 -1.033
C 2.42090 3.65804 -2.61660 -0.686
C 1.57600 2.76194 -3.25678 -0.907
C 1.08073 1.65679 -2.57707 0.054
C 3.81876 -0.21773 0.37004 0.257
C 4.51260 0.35996 1.44548 0.299
C 3.92012 0.74344 2.78355 -2.371
C 5.88385 0.60416 1.31480 -0.827
C 6.58173 0.30461 0.16313 0.723
C 8.05372 0.57539 0.04072 -1.613
C 5.87573 -0.25802 -0.89737 -0.939
C 4.52131 -0.51950 -0.81348 0.892
C 3.83122 -1.12307 -1.99883 -0.990
C 1.65602 -3.32440 1.29391 0.001
C 2.27135 -2.87850 2.59874 -1.833
C 1.16236 -4.61935 1.22005 -0.961
H -0.70250 -6.63097 -0.79705 0.386
H -0.49101 -6.77369 0.95600 0.418
H 0.81302 -7.22645 -0.12966 0.369
H 0.02114 -4.62738 -1.93576 0.440
H -0.12058 -2.40892 -2.76629 0.409
H 1.58575 -2.70116 -3.04370 0.675
H 1.07145 -1.19307 -2.30872 -0.090
H 2.53488 2.19569 0.44064 0.556
H 3.43808 4.14219 -0.78672 0.496
H 2.81307 4.51055 -3.15534 0.441
H 1.31436 2.91223 -4.29649 0.434
H 0.43181 0.95023 -3.07701 0.189
H 2.83451 0.76811 2.79840 0.338
H 4.29339 1.72559 3.07636 0.524
H 4.24214 0.03513 3.55027 0.462
H 6.41097 1.04641 2.15354 0.384
H 8.45659 1.00000 0.95855 0.367
H 8.25197 1.27251 -0.77501 0.347
H 8.59805 -0.34425 -0.17806 0.346
H 6.40118 -0.49622 -1.81623 0.415
H 4.52901 -1.25187 -2.82570 0.465
H 3.02215 -0.48237 -2.34351 -0.015
H 3.41336 -2.09906 -1.74555 0.129
H 1.63951 -2.13032 3.08254 0.367
H 3.26293 -2.43973 2.45790 0.179
H 2.37454 -3.72840 3.27158 0.480
H 1.24493 -5.25767 2.09322 0.387
C -5.83960 1.78908 -2.71746 -0.554
C -5.92683 0.87467 -1.67687 -0.731
C -4.92473 0.82112 -0.71709 -0.341
C -3.83897 1.68658 -0.79838 0.490
C -3.75019 2.60082 -1.84263 -0.151
C -4.75437 2.65232 -2.79796 -0.843
As -2.37662 1.45447 0.43965 1.849
C -1.61315 3.15556 0.83638 -0.108
C -0.80330 3.94038 0.03056 -0.118
C -0.36274 5.16171 0.52250 -1.038
C -0.73014 5.57063 1.79799 -0.962
C -1.53552 4.77442 2.60085 -0.692
C -1.98585 3.54990 2.12546 0.397
C -2.82318 2.58278 2.87415 0.110
C -3.30127 2.75187 4.16746 -0.670
C -4.03565 1.74081 4.76810 -0.843
C -4.29675 0.55172 4.09995 -1.117
C -3.83318 0.36940 2.80452 0.168
C -3.12330 1.39404 2.20019 -0.052
H -6.62469 1.83857 -3.46025 0.423
H -6.78022 0.21337 -1.60524 0.473
H -5.00263 0.11735 0.10490 0.263
H -2.90850 3.28217 -1.90448 0.372
H -4.69710 3.37762 -3.59938 0.461
H -0.50921 3.61304 -0.95867 0.413
H 0.27261 5.78896 -0.08804 0.465
H -0.38243 6.52352 2.17424 0.410
H -1.80455 5.11252 3.59261 0.430
H -3.09719 3.66356 4.71294 0.450
H -4.39792 1.87682 5.77819 0.407
H -4.84934 -0.23729 4.59117 0.445
H -4.01729 -0.56816 2.29360 0.422
```

Values from the calculation:
Maximum force, Eh/bohr: 0.014
Gap between HOMO and LUMO (spin up / spin down), eV: 5.651 / 5.655
Charge: +1
Total energy, eV: -187209.3915
2S+1: 1